Here is 2 unconnected molecules or ions with the total composition C4H10N3 in a non-equilibrium geometry from the OMol25 dataset. Energies are from wB97M-V/def2-TZVPD.

```
! wB97M-V def2-TZVPD RIJCOSX def2/J DEFGRID3
* xyz 1 1
C 1.057 -0.602 1.051
C 2.180 0.063 0.639
C 0.357 -0.710 -0.119
C -0.832 -1.446 -0.306
N 0.987 -0.157 -1.104
N -1.149 1.346 0.313
N 2.088 0.411 -0.692
H 0.708 -0.907 2.023
H 3.001 0.336 1.185
H -1.509 -0.863 -0.788
H -1.306 -1.659 0.656
H -0.671 -2.389 -0.854
H 0.656 -0.035 -2.022
H -1.495 1.408 1.271
H -2.083 1.303 -0.301
H -0.615 2.200 0.063
H 2.682 1.065 -1.262
*
```

The calculation puts the total energy at -322.39563 hartree. The value obtained for the LUMO energy is -3.1 eV. For the HOMO energy, the calculation gives -13.69 eV. The maximum force is 3.5 eV Å⁻¹. The calculation puts the energy relative to the best compared isomer or geometry (same formula, charge and spin) at 40.7 kcal/mol. The frontier orbital gap comes out at 10.6 eV.


Here is a molecular structure, C19H39IO29S8Si2 in a non-equilibrium geometry from the OMol25 dataset. Energies are from wB97M-V/def2-TZVPD.

```
! wB97M-V def2-TZVPD RIJCOSX def2/J DEFGRID3
* xyz 0 1
C 1.383 -1.815 1.423
C 0.327 -2.499 0.892
Si -1.042 -3.431 -0.125
C -2.346 -4.182 1.066
C -3.868 -3.647 0.863
C -4.386 -3.093 2.303
I -3.218 -1.428 3.113
O -1.692 -2.497 -1.449
Si -1.881 -0.805 -1.058
S -0.061 0.351 -1.086
H 2.461 -1.344 1.534
H -0.342 -4.584 -0.746
H -1.928 -4.030 2.158
H -2.362 -5.350 0.918
H -4.532 -4.592 0.627
H -4.024 -2.922 -0.025
H -4.253 -3.986 3.060
H -5.540 -2.859 2.329
H -2.761 -0.231 -2.106
H -2.640 -0.722 0.186
H -0.075 1.179 0.068
C 1.381 5.317 -1.546
C 1.950 3.908 -1.447
O 2.122 3.674 -0.049
S 0.967 4.476 0.769
O -0.097 3.554 1.065
O 1.601 5.287 1.772
O 0.479 5.441 -0.446
H 2.166 6.068 -1.428
H 0.858 5.486 -2.489
H 2.899 3.804 -1.975
H 1.238 3.168 -1.827
C 3.948 0.765 5.792
C 2.617 0.099 6.117
O 2.390 -0.820 5.049
S 3.823 -1.379 4.519
O 4.068 -2.651 5.145
O 3.890 -1.181 3.095
O 4.765 -0.268 5.242
H 3.825 1.543 5.031
H 4.421 1.196 6.677
H 1.798 0.817 6.187
H 2.679 -0.473 7.048
C 3.921 6.346 3.532
C 4.951 7.272 4.168
O 5.883 6.405 4.811
S 5.992 5.021 3.962
O 7.144 5.109 3.104
O 5.767 3.919 4.857
O 4.663 5.227 3.048
H 3.205 5.984 4.276
H 3.382 6.829 2.715
H 4.504 7.960 4.888
H 5.491 7.843 3.406
C 4.439 9.332 -3.110
C 5.331 8.672 -2.066
O 4.906 7.311 -2.021
S 4.396 6.867 -3.501
O 5.474 6.182 -4.162
O 3.075 6.311 -3.379
O 4.275 8.357 -4.140
H 3.452 9.562 -2.698
H 4.883 10.244 -3.515
H 5.236 9.138 -1.083
H 6.380 8.688 -2.376
C 0.609 -6.117 -3.612
C -0.863 -6.327 -3.281
O -1.248 -7.490 -4.012
S 0.031 -8.492 -4.120
O -0.084 -9.486 -3.086
O 0.232 -8.823 -5.504
O 1.176 -7.425 -3.673
H 0.730 -5.648 -4.593
H 1.120 -5.515 -2.857
H -1.480 -5.472 -3.566
H -1.002 -6.536 -2.215
C -8.273 1.336 4.400
C -6.999 0.806 5.046
O -7.273 -0.562 5.341
S -8.289 -1.154 4.216
O -7.508 -1.849 3.227
O -9.412 -1.749 4.886
O -8.757 0.270 3.584
H -9.034 1.561 5.153
H -8.089 2.226 3.794
H -6.734 1.352 5.953
H -6.158 0.838 4.345
C -2.528 -7.842 -8.795
C -2.736 -6.351 -8.556
O -3.463 -6.269 -7.332
S -3.023 -7.511 -6.369
O -2.022 -7.036 -5.440
O -4.211 -8.202 -5.949
O -2.278 -8.404 -7.506
H -3.433 -8.306 -9.198
H -1.689 -8.039 -9.465
H -3.290 -5.873 -9.366
H -1.780 -5.837 -8.416
*
```

The calculation puts the total energy at -6991.15259 hartree. The value obtained for the LUMO energy is -0.1 eV. For the HOMO energy, the calculation gives -8.91 eV. The maximum force is 11.8 eV Å⁻¹. The frontier orbital gap comes out at 8.8 eV.


Here is a molecular structure, C20H25BrI2N4O9P2Ti in a non-equilibrium geometry from the OMol25 dataset. Energies are from wB97M-V/def2-TZVPD.

```
! wB97M-V def2-TZVPD RIJCOSX def2/J DEFGRID3
* xyz 1 2
Ti 0.186 0.153 1.506
I 0.563 4.079 1.158
C 1.008 3.529 3.158
I -0.468 2.132 3.858
H 0.985 4.420 3.781
H 1.977 3.030 3.172
Br -2.910 1.769 1.019
C -2.824 0.115 1.935
C -3.957 -0.439 2.461
C -3.848 -1.662 3.154
C -2.586 -2.183 3.363
C -1.473 -1.523 2.858
N -1.582 -0.398 2.050
C -0.087 -1.838 3.213
O 0.335 -2.909 3.619
O 0.717 -0.785 3.040
H -4.904 0.066 2.359
H -4.733 -2.131 3.552
H -2.423 -3.080 3.940
N 2.962 -1.887 2.324
C 3.166 -1.186 1.035
C 4.490 -1.588 0.418
P 3.190 0.639 1.410
O 3.562 1.283 -0.009
O 4.173 0.917 2.465
O 1.760 1.105 1.671
P 1.786 -1.551 -0.139
O 2.066 -3.123 -0.349
O 1.796 -0.773 -1.385
O 0.481 -1.478 0.663
H 3.774 -1.739 2.936
H 2.778 -2.891 2.195
H 2.076 -1.454 2.826
H 5.321 -1.211 1.015
H 4.563 -1.167 -0.585
H 4.564 -2.673 0.329
H 4.473 1.582 -0.018
H 1.890 -3.406 -1.247
C -0.861 0.819 -4.632
N -0.377 1.304 -3.370
N -0.831 0.840 -2.174
C -0.013 1.298 -1.186
O -0.263 1.047 0.043
C 0.977 2.081 -1.799
C 0.726 2.045 -3.154
C 1.449 2.706 -4.263
C -2.035 0.130 -1.979
C -2.008 -1.032 -1.217
C -3.192 -1.700 -0.953
C -4.389 -1.220 -1.463
C -4.407 -0.060 -2.223
C -3.235 0.630 -2.477
H -1.586 0.025 -4.460
H -0.030 0.416 -5.217
H -1.336 1.620 -5.204
H 1.802 2.550 -1.305
H 2.197 3.382 -3.860
H 0.754 3.272 -4.880
H 1.947 1.972 -4.896
H -1.066 -1.400 -0.836
H -3.173 -2.602 -0.358
H -5.307 -1.750 -1.264
H -5.340 0.315 -2.611
H -3.254 1.565 -3.015
*
```

The calculation puts the total energy at -6375.04611 hartree. The value obtained for the LUMO energy (alpha / beta) is -3.3 / -3.3 eV. For the HOMO energy (alpha / beta), the calculation gives -9.35 / -11.39 eV. The maximum force is 4.6 eV Å⁻¹. The calculation puts the energy relative to the best compared isomer or geometry (same formula, charge and spin) at 58.4 kcal/mol. The frontier orbital gap (alpha / beta) comes out at 6.1 / 8.0 eV.


Here is a molecular structure, C21H46CaO10P2 from the OMol25 dataset. Energies are from wB97M-V/def2-TZVPD.

```
! wB97M-V def2-TZVPD RIJCOSX def2/J DEFGRID3
* xyz 2 1
Ca 1.161 1.001 -0.020
C 3.813 0.295 -1.507
C 3.302 1.256 -2.559
O 1.949 1.619 -2.230
C 1.615 2.997 -2.450
C 2.149 3.883 -1.345
O 1.675 3.372 -0.095
C 2.375 3.896 1.038
C 2.062 3.023 2.234
O 2.355 1.643 1.971
C 3.748 1.287 2.043
C 4.054 0.311 0.928
O 3.593 0.954 -0.262
H 3.274 -0.660 -1.530
H 4.877 0.100 -1.665
H 3.930 2.148 -2.567
H 3.326 0.798 -3.549
H 1.989 3.334 -3.419
H 0.524 3.037 -2.476
H 3.243 3.889 -1.335
H 1.799 4.908 -1.491
H 3.448 3.902 0.823
H 2.058 4.923 1.237
H 2.609 3.372 3.112
H 0.995 3.061 2.463
H 4.359 2.182 1.918
H 3.960 0.846 3.018
H 5.129 0.125 0.881
H 3.532 -0.642 1.067
C -5.268 1.570 0.790
C -4.110 0.976 0.025
C -4.538 0.174 -1.183
O -3.415 0.076 0.967
P -1.888 -0.232 0.966
O -1.070 0.882 0.381
C -1.602 -1.795 0.104
P 0.051 -1.885 -0.616
O 1.070 -1.274 0.291
O 0.033 -0.973 -1.900
C -0.745 -1.216 -3.129
C -1.212 0.142 -3.601
C 0.133 -1.933 -4.127
O 0.311 -3.320 -1.130
C 0.405 -4.609 -0.390
C -0.918 -5.324 -0.522
C 0.858 -4.397 1.036
O -1.530 -0.619 2.432
C -1.751 0.324 3.553
C -0.455 0.378 4.326
C -2.924 -0.183 4.357
H -5.812 2.264 0.149
H -4.919 2.115 1.666
H -5.955 0.787 1.109
H -3.391 1.749 -0.251
H -5.191 -0.647 -0.886
H -3.681 -0.231 -1.726
H -5.088 0.815 -1.872
H -2.348 -1.919 -0.684
H -1.749 -2.603 0.822
H -1.598 -1.843 -2.855
H -0.350 0.755 -3.869
H -1.784 0.654 -2.826
H -1.842 0.033 -4.483
H 0.997 -1.316 -4.377
H -0.430 -2.116 -5.042
H 0.477 -2.889 -3.737
H 1.176 -5.132 -0.952
H -1.703 -4.818 0.041
H -0.823 -6.334 -0.124
H -1.218 -5.399 -1.566
H 0.113 -3.860 1.627
H 1.802 -3.857 1.082
H 0.999 -5.374 1.499
H -1.978 1.300 3.116
H -0.205 -0.613 4.705
H -0.559 1.052 5.176
H 0.367 0.729 3.699
H -2.704 -1.172 4.761
H -3.822 -0.241 3.745
H -3.117 0.492 5.191
*
```

The calculation puts the total energy at -2940.35780 hartree. The value obtained for the LUMO energy is -4.1 eV. For the HOMO energy, the calculation gives -16.17 eV. The maximum force is 0.2 eV Å⁻¹. The calculation puts the energy relative to the best compared isomer or geometry (same formula, charge and spin) at 0.0 kcal/mol. The frontier orbital gap comes out at 12.1 eV.


Here is a molecular structure, C42H42BaClN3O5S3Se in a non-equilibrium geometry from the OMol25 dataset. Energies are from wB97M-V/def2-TZVPD.

```
! wB97M-V def2-TZVPD RIJCOSX def2/J DEFGRID3
* xyz -2 1
Ba -0.205 -0.753 0.271
C -0.274 3.282 4.384
C -1.066 3.180 3.098
C -2.183 2.331 3.039
C -2.671 1.649 4.302
C -2.839 2.136 1.819
C -3.963 1.138 1.667
C -2.409 2.826 0.678
C -3.122 2.580 -0.628
C -1.320 3.697 0.742
C -0.836 4.387 -0.516
C -0.662 3.890 1.965
C 0.484 4.876 2.047
H 0.756 3.579 4.197
H -0.231 2.322 4.888
H -0.704 4.009 5.085
H -2.213 0.670 4.460
H -3.751 1.511 4.284
H -2.441 2.248 5.184
H -4.191 0.621 2.596
H -3.695 0.378 0.929
H -4.885 1.601 1.305
H -2.842 1.614 -1.057
H -2.909 3.349 -1.368
H -4.205 2.541 -0.490
H 0.193 4.726 -0.444
H -1.465 5.249 -0.775
H -0.850 3.714 -1.372
H 1.440 4.429 1.753
H 0.598 5.274 3.055
H 0.318 5.724 1.383
C 3.468 0.018 0.208
N 2.470 -1.015 -0.110
C 2.830 -2.178 -0.495
C 1.891 -3.262 -0.764
C 2.221 -4.548 -1.182
C 1.003 -5.254 -1.260
C 0.016 -4.340 -0.871
N 0.534 -3.126 -0.571
C 4.855 -0.455 0.577
C 5.952 -0.103 -0.199
C 7.232 -0.540 0.136
C 7.423 -1.343 1.250
C 6.328 -1.703 2.035
C 5.057 -1.260 1.701
H 3.062 0.586 1.049
H 3.518 0.720 -0.624
H 3.889 -2.430 -0.619
H 3.218 -4.910 -1.399
H 0.853 -6.285 -1.549
H -1.052 -4.512 -0.807
H 5.804 0.524 -1.067
H 8.074 -0.248 -0.482
H 8.417 -1.689 1.510
H 6.468 -2.330 2.909
H 4.200 -1.543 2.305
O 0.273 -0.197 4.468
Cl 0.466 -0.705 3.138
O 1.545 -1.658 3.061
O -0.782 -1.358 2.657
O 0.745 0.412 2.202
Se 1.935 2.803 -2.248
C 3.736 2.404 -2.682
C 4.116 1.202 -3.314
C 5.438 0.948 -3.643
N 6.463 1.774 -3.393
C 6.112 2.917 -2.784
C 4.821 3.269 -2.428
H 3.354 0.468 -3.552
H 5.690 0.010 -4.132
H 6.927 3.604 -2.567
H 4.634 4.221 -1.944
O -2.241 -0.880 -0.704
C -3.194 -1.675 -1.320
C -2.731 -2.054 -2.736
C -3.409 -2.617 -3.783
C -2.589 -2.811 -4.932
C -1.309 -2.374 -4.733
S -1.106 -1.749 -3.175
C -3.389 -2.944 -0.477
C -3.104 -3.042 0.850
C -3.425 -4.318 1.404
C -3.965 -5.158 0.481
S -4.062 -4.413 -1.052
C -4.556 -0.973 -1.422
C -5.633 -1.089 -0.593
C -6.700 -0.203 -0.932
C -6.407 0.558 -2.027
S -4.864 0.195 -2.640
H -4.461 -2.875 -3.738
H -2.934 -3.240 -5.865
H -0.483 -2.388 -5.427
H -2.671 -2.233 1.417
H -3.245 -4.589 2.435
H -4.278 -6.183 0.616
H -5.646 -1.776 0.244
H -7.635 -0.138 -0.391
H -7.022 1.308 -2.501
*
```

The calculation puts the total energy at -6247.72680 hartree. The value obtained for the LUMO energy is 3.7 eV. For the HOMO energy, the calculation gives -2.00 eV. The maximum force is 2.8 eV Å⁻¹. The calculation puts the energy relative to the best compared isomer or geometry (same formula, charge and spin) at 0.0 kcal/mol. The frontier orbital gap comes out at 5.7 eV.